The following is a DFT calculation (ωB97M-V with the def2-TZVPD basis set) of C38H65N11NbO2S as an isolated structure at a distorted geometry.

The geometry in XYZ format:
```
118
Properties=species:S:1:pos:R:3:forces:R:3:lowdin_charge:R:1
C 1.4034 -1.7882 4.5620 -0.547 0.154 -0.202 -0.14
C 1.3438 -1.4789 3.0187 -0.691 0.232 1.426 -0.24
C 0.1285 -0.5124 2.8134 0.741 -1.312 -0.511 -0.39
N -0.0012 -0.0390 1.4316 -1.996 0.871 0.935 -0.25
Nb -1.9766 0.3294 0.7770 2.055 -1.281 -0.948 1.70
C -1.2198 0.6413 -1.3327 0.308 1.660 -0.327 -0.33
C -1.5608 2.0069 -2.0350 0.291 -1.365 -1.051 -0.30
C -0.9025 2.0355 -3.4711 -0.171 1.955 1.661 -0.21
C 0.5840 2.4701 -3.2890 -0.383 -0.089 -1.083 -0.22
C 1.1911 3.1493 -4.5777 1.401 -0.863 0.663 -0.19
C 2.5807 2.4055 -4.8073 -1.923 -0.169 -0.123 -0.21
C 2.2645 1.0235 -5.4801 0.970 0.855 0.524 -0.19
C 3.4511 0.0473 -5.1938 -1.037 -0.032 -0.830 -0.16
C 2.9677 -1.3732 -4.7616 1.325 0.273 -0.405 -0.25
O 1.7554 -1.7798 -5.3813 -0.092 0.200 0.878 -0.21
C 0.6714 -1.8644 -4.4527 -0.247 0.330 -0.112 -0.11
C -4.1693 0.4461 0.2309 -0.384 -0.740 0.817 -0.37
O -4.9763 -0.5838 0.8941 -0.321 0.790 -0.341 -0.31
C -6.3197 -0.1399 0.8776 -0.659 -0.798 -0.078 -0.33
C -7.3261 -1.3095 1.0619 0.387 0.852 0.177 -0.08
N -2.1693 -1.8345 0.5194 0.161 0.340 -1.382 -0.10
C -2.6450 -2.1681 -0.5278 -1.435 -0.192 1.364 -0.96
S -3.6906 -2.6399 -1.6745 0.953 0.048 -0.140 0.53
C -1.8005 2.5650 1.1364 0.929 0.288 0.771 -0.28
C -0.6629 3.0659 1.8632 -2.048 1.106 -1.216 -0.12
C -0.6085 4.4691 1.9832 1.162 0.183 0.757 -0.11
C -1.5799 5.3471 1.4913 0.160 -0.870 -0.152 -0.19
N -2.6458 4.8911 0.8211 0.490 -0.075 0.374 0.04
C -2.6987 3.5651 0.6824 -0.461 -1.002 -0.520 -0.23
H 1.4227 -2.8800 4.7674 0.368 0.840 -0.034 0.03
H 0.4769 -1.4070 5.0534 0.699 -0.352 -0.493 0.03
H 2.2364 -1.2564 5.0594 -0.185 -0.424 -0.146 0.05
H 2.2748 -1.0113 2.6550 -0.284 -0.379 -0.014 0.09
H 1.1328 -2.4458 2.5306 0.289 0.648 -0.322 0.08
H 0.1352 0.2965 3.5727 0.120 -0.205 -0.360 0.10
H -0.7570 -1.1363 3.0302 0.285 0.443 0.058 0.06
H 0.6455 0.7143 1.2071 0.215 -0.304 -0.060 0.03
H -2.5385 0.1147 2.5293 -0.246 0.588 0.183 -0.09
H -1.4868 -0.1467 -2.0653 -0.097 0.062 0.502 0.03
H -0.1055 0.6222 -1.2629 -0.486 -0.211 0.152 0.04
H -1.1445 2.8881 -1.5260 -0.400 -0.381 0.199 0.08
H -2.6614 2.0914 -2.0948 0.370 0.180 -0.069 0.09
H -1.0195 1.0780 -3.9983 0.057 0.417 -0.013 0.10
H -1.3939 2.8855 -3.9904 0.094 -0.721 -0.271 0.10
H 0.7218 3.1983 -2.4711 -0.416 -0.425 -0.071 0.11
H 1.1501 1.5614 -3.0110 0.003 0.473 -0.168 0.09
H 1.4483 4.2076 -4.3711 -0.559 -0.344 -0.148 0.09
H 0.5023 3.0625 -5.4460 0.667 0.120 0.580 0.06
H 2.9564 2.2076 -3.7842 0.202 0.241 -0.541 0.10
H 3.2966 3.0206 -5.3744 -0.295 -0.552 0.173 0.05
H 1.3050 0.6254 -5.1068 0.452 0.225 -0.021 0.09
H 2.1040 1.2299 -6.5507 0.169 -0.389 0.354 0.08
H 4.0402 -0.0326 -6.1281 -0.033 -0.035 0.563 0.10
H 4.0755 0.4959 -4.4028 -0.070 -0.475 -0.364 0.09
H 3.7561 -2.0773 -5.1003 -0.379 0.113 0.411 0.11
H 2.9370 -1.3941 -3.6570 -0.337 -0.212 -0.443 0.10
H -0.2451 -1.5663 -4.9925 0.293 -0.408 0.243 0.09
H 0.5813 -2.8840 -4.0282 -0.044 0.405 -0.249 0.09
H 0.7815 -1.1484 -3.6151 0.045 -0.289 -0.334 0.08
H -4.6613 1.4053 0.4948 0.481 -0.139 -0.480 0.04
H -4.2611 0.2130 -0.8582 0.071 0.566 0.320 0.05
H -6.5654 0.3311 -0.0989 0.301 -0.037 0.402 0.11
H -6.4730 0.6060 1.6893 -0.011 -0.130 -0.428 0.11
H -7.4075 -1.5571 2.1335 -0.016 -0.222 -0.527 0.05
H -7.0209 -2.1699 0.4473 -0.101 0.257 0.308 0.07
H -8.3012 -0.9261 0.7070 0.277 -0.372 0.256 0.07
H 0.1052 2.4148 2.2811 -0.228 0.279 -0.086 0.06
H 0.2585 4.9180 2.4954 -0.413 -0.181 -0.181 0.09
H -1.4824 6.4328 1.6098 -0.017 -0.434 0.008 0.09
H -3.5565 3.2045 0.0933 0.288 0.306 0.297 0.08
C 4.9837 -3.6907 -1.7340 0.010 0.231 -0.091 -0.06
C 5.3016 -2.3526 -2.2447 0.076 0.077 0.046 -0.28
N 5.5584 -1.3030 -2.6378 -0.045 -0.329 0.094 0.15
H 4.4927 -3.6084 -0.7656 0.009 0.025 -0.017 0.08
H 4.3191 -4.2026 -2.4287 -0.003 0.032 0.004 0.08
H 5.8986 -4.2700 -1.6220 -0.003 0.032 0.004 0.08
C -0.1095 -6.2659 3.6422 0.175 0.173 -0.032 -0.06
C 1.1383 -5.4942 3.6284 -0.034 -0.012 -0.004 -0.25
N 2.1112 -4.8827 3.6221 -0.112 -0.337 -0.065 0.15
H 0.0263 -7.1981 3.0966 0.009 0.024 -0.001 0.08
H -0.3925 -6.4911 4.6691 0.021 0.026 -0.008 0.08
H -0.9043 -5.6890 3.1712 0.033 0.020 0.003 0.09
C 5.2632 -2.9349 3.6255 0.082 0.117 -0.253 -0.07
C 6.0297 -2.2118 2.6024 -0.008 -0.012 0.044 -0.28
N 6.6331 -1.6479 1.8020 -0.128 -0.175 0.194 0.12
H 5.8641 -3.7472 4.0313 -0.001 0.013 -0.020 0.08
H 4.9902 -2.2569 4.4323 -0.035 -0.001 -0.036 0.08
H 4.3548 -3.3488 3.1884 -0.030 0.017 0.075 0.05
C -5.9260 1.2190 5.2207 -0.178 -0.172 -0.110 -0.06
C -7.1215 0.4355 4.8813 0.079 -0.018 -0.062 -0.28
N -8.0478 -0.1866 4.6029 0.195 0.185 0.149 0.12
H -5.0765 0.8693 4.6333 -0.019 -0.004 -0.026 0.08
H -6.0999 2.2713 5.0027 0.000 -0.022 -0.020 0.08
H -5.6984 1.1065 6.2795 -0.007 -0.013 -0.020 0.08
C 5.5188 5.9952 -4.9481 -0.128 -0.171 -0.159 -0.07
C 4.8532 5.1770 -5.9688 0.021 0.065 -0.023 -0.27
N 4.3282 4.5377 -6.7666 0.251 0.298 0.062 0.14
H 4.7785 6.5749 -4.3993 -0.001 -0.028 -0.009 0.08
H 6.0549 5.3523 -4.2518 -0.027 -0.004 -0.011 0.08
H 6.2249 6.6751 -5.4219 -0.015 -0.017 -0.002 0.08
C 2.0187 0.3600 7.9556 -0.235 -0.196 -0.102 -0.07
C 0.8001 -0.3250 7.5006 -0.390 -0.239 0.099 -0.22
N -0.1632 -0.8656 7.1503 3.165 3.102 0.683 0.09
H 2.8818 -0.0181 7.4090 -0.019 0.014 -0.001 0.07
H 1.9273 1.4306 7.7791 0.004 -0.020 -0.009 0.08
H 2.1679 0.1861 9.0206 0.004 0.008 -0.023 0.07
C -3.2623 -4.3401 7.7225 0.206 0.269 -0.017 -0.08
C -2.4018 -3.2178 7.3172 0.108 0.046 0.081 -0.23
N -1.7224 -2.3375 6.9998 -2.938 -2.868 -0.358 0.10
H -4.3069 -4.0836 7.5540 0.018 -0.010 -0.014 0.08
H -3.0153 -5.2249 7.1380 -0.020 0.014 0.003 0.07
H -3.1160 -4.5600 8.7794 -0.012 -0.008 -0.023 0.07
C 0.0834 1.1399 -9.9434 -0.003 0.075 0.255 -0.07
C -0.0678 1.6295 -8.5681 -0.017 -0.007 -0.030 -0.25
N -0.1862 2.0127 -7.4913 -0.124 -0.097 -0.427 0.17
H -0.6983 0.4154 -10.1656 0.013 0.008 0.019 0.08
H 0.0079 1.9715 -10.6420 0.004 -0.006 0.021 0.08
H 1.0551 0.6629 -10.0604 -0.014 0.007 0.021 0.08
```
Forces are in eV/Å.

- spin multiplicity = 1
- net charge = -1
- largest force on an atom (eV Å⁻¹) = 4.5
- DFT total energy (eV) = -73323.4723
- highest occupied orbital energy (eV) = -4.67
- frontier orbital gap (eV) = 6.597